# C34H38BBrMnN4O2SSi

A molecular structure, C34H38BBrMnN4O2SSi (ωB97M-V/def2-TZVPD, OMol25).

## Properties
Highest occupied orbital energy (alpha / beta)   -7.452 / -7.422 eV
Frontier orbital gap (alpha / beta)   6.043 / 7.155 eV
LUMO level (alpha / beta)   -1.409 / -0.267 eV
Relative energy (zero: lowest compared OMol25 entry of this formula, charge and spin)   1.665 eV
DFT total energy   -166684.895 eV

```
! RIJCOSX wB97M-V def2-TZVPD def2/J DEFGRID3
* xyz 0 2
Mn -0.7375 -0.4067 -0.8383
Br -2.4394 0.7568 0.5756
C -2.6650 -0.6333 1.8885
C -3.5749 -0.4893 2.8885
C -3.7313 -1.5484 3.8033
C -2.9756 -2.6780 3.6731
C -2.0283 -2.8191 2.6300
C -1.2647 -3.9963 2.4862
C -0.3867 -4.1088 1.4469
C -0.2202 -3.0534 0.5324
C -0.9232 -1.8721 0.6106
C -1.8517 -1.7662 1.6862
H -4.1622 0.4152 2.9729
H -4.4645 -1.4622 4.5940
H -3.0907 -3.5013 4.3681
H -1.3989 -4.7959 3.2048
H 0.1962 -5.0124 1.3139
H 0.4831 -3.1942 -0.2768
C 2.5461 -2.1115 -1.4853
C 2.0993 -0.9116 -2.2594
C 2.8538 -0.3859 -3.2904
C 2.3585 0.6988 -4.0142
C 1.1284 1.2268 -3.7061
C 0.4049 0.6696 -2.6372
N 0.9197 -0.3727 -1.9418
N -0.7909 1.0427 -2.1385
Si -1.7739 2.2911 -2.8687
C -3.3195 2.6990 -1.8761
C -0.7509 3.8855 -2.9628
C -2.2848 1.7277 -4.6022
H 3.5362 -2.4287 -1.8034
H 1.8448 -2.9271 -1.6660
H 2.5558 -1.9022 -0.4134
H 3.8125 -0.8216 -3.5303
H 2.9471 1.1222 -4.8183
H 0.7108 2.0633 -4.2475
H -3.0862 3.2684 -0.9733
H -3.8775 1.8149 -1.5796
H -3.9677 3.3217 -2.4984
H 0.1067 3.8597 -2.2880
H -1.3664 4.7459 -2.6927
H -0.3764 4.0549 -3.9750
H -2.4437 0.6476 -4.6386
H -1.5274 1.9721 -5.3497
H -3.2173 2.2127 -4.8992
C 3.3650 1.3229 6.2623
C 4.3958 1.2601 5.1231
C 5.1759 -0.0594 5.2138
C 5.3826 2.4141 5.3104
C 3.6574 1.3327 3.7866
C 3.8682 2.3653 2.8728
C 3.1712 2.4650 1.6693
C 2.2492 1.4838 1.3978
O 1.4155 1.3252 0.3218
B 0.6851 0.1611 0.5629
O 1.0740 -0.3901 1.7776
C 2.0402 0.4375 2.2883
C 2.7190 0.3406 3.4786
H 3.8684 1.2736 7.2305
H 2.6569 0.4962 6.2048
H 2.8013 2.2562 6.2120
H 5.7221 -0.1076 6.1583
H 5.8962 -0.1358 4.3973
H 4.5102 -0.9218 5.1649
H 5.8718 2.3155 6.2805
H 4.8731 3.3788 5.2888
H 6.1575 2.4039 4.5419
H 4.5994 3.1309 3.0883
H 3.3539 3.2807 0.9825
H 2.5164 -0.4876 4.1453
C -4.5947 -2.7459 -6.1933
C -4.3289 -2.0250 -4.9072
C -5.2224 -1.1005 -4.3728
C -4.8495 -0.4942 -3.1880
N -3.7107 -0.7627 -2.5598
C -2.9134 -1.6690 -3.1470
S -1.4418 -2.1362 -2.3687
N -3.1814 -2.2976 -4.2962
H -5.6431 -2.6779 -6.4796
H -4.3082 -3.7911 -6.0914
H -3.9804 -2.3141 -6.9855
H -6.1601 -0.8653 -4.8561
H -5.4979 0.2401 -2.7186
*
```

Atomic partial charges in e from the Mulliken method, atoms 1 to 4: atom 1 (Mn): -1.11, atom 2 (Br): -0.15, atom 3 (C): 1.06, atom 4 (C): -0.74